(1)
A single C2H8BNO molecule at a distorted geometry, computed with ωB97M-V with the def2-TZVPD basis set.

SMILES   CNB(C)O
2S+1   1
Lowest unoccupied orbital energy   0.020 Eh
Energy above the lowest of the compared OMol25 structures with the same formula, charge and spin   13.5 kcal/mol
Orbital gap   9.437 eV

Structure (XYZ):
```
13
C2H8BNO ωB97M-V with the def2-TZVPD basis set
C 0.052 0.870 -1.904
N 0.293 -0.086 -0.927
B -0.227 -0.036 0.520
C 0.236 -1.204 1.665
O -0.706 1.171 0.980
H -0.028 0.462 -2.908
H -0.751 1.500 -1.784
H 0.717 1.718 -1.985
H 0.564 -1.038 -1.232
H -0.448 -2.135 1.441
H 0.018 -0.743 2.580
H 1.286 -1.563 1.606
H -1.007 1.083 1.947
```

These are the natural (NBO) partial charges, in e, on atoms 1 to 5: atom 1 (C): -0.409, atom 2 (N): -0.866, atom 3 (B): 1.010, atom 4 (C): -0.961, atom 5 (O): -0.896

=====

(2)
A molecular structure, C15H45FN8O18Si3 at a distorted geometry, computed with ωB97M-V with the def2-TZVPD basis set.

2S+1   1
Lowest unoccupied orbital energy   -0.026 Eh
Orbital gap   8.865 eV

Structure (XYZ):
```
90
C15H45FN8O18Si3 ωB97M-V with the def2-TZVPD basis set
C -3.433 4.137 -0.055
Si -2.944 2.481 0.881
C -4.427 2.085 2.073
C -1.314 2.881 1.882
O -2.693 1.284 -0.380
C -2.006 0.080 0.114
C -2.193 -1.071 -1.077
Si -0.570 -2.011 -1.513
O 0.777 -1.510 -0.501
Si 1.623 -2.879 0.209
C 3.251 -2.132 1.016
C 3.744 -0.952 -0.025
F 3.105 0.369 0.328
H -2.418 4.571 -0.473
H -4.015 4.866 0.652
H -4.147 3.854 -0.967
H -5.342 2.792 1.880
H -4.068 2.298 3.183
H -4.818 0.984 2.005
H -0.484 3.137 1.075
H -1.456 3.835 2.575
H -1.030 1.936 2.512
H -0.887 0.301 0.373
H -2.505 -0.315 1.119
H -2.512 -0.478 -2.063
H -3.032 -1.809 -0.702
H -0.832 -3.444 -1.525
H -0.200 -1.637 -2.901
H 2.036 -3.898 -0.758
H 0.867 -3.578 1.260
H 4.050 -2.962 1.224
H 2.880 -1.576 2.002
H 4.916 -0.791 -0.038
H 3.409 -1.153 -1.152
C -4.930 -2.001 4.742
N -4.431 -0.777 4.060
O -5.048 0.276 4.262
O -3.434 -0.907 3.340
H -5.807 -1.740 5.338
H -5.191 -2.726 3.968
H -4.126 -2.373 5.380
C -7.980 -3.474 8.451
N -6.869 -3.210 7.497
O -5.729 -3.531 7.853
O -7.173 -2.688 6.418
H -7.569 -3.934 9.353
H -8.448 -2.516 8.685
H -8.682 -4.151 7.960
C 4.389 -1.205 -4.203
N 4.712 -2.637 -3.959
O 4.180 -3.179 -2.983
O 5.491 -3.176 -4.754
H 3.696 -0.863 -3.432
H 5.324 -0.644 -4.159
H 3.930 -1.135 -5.192
C 8.287 0.222 -1.660
N 7.252 0.201 -2.728
O 6.215 0.843 -2.525
O 7.509 -0.460 -3.741
H 7.928 0.838 -0.833
H 8.444 -0.808 -1.334
H 9.196 0.646 -2.091
C -4.294 6.709 -3.132
N -4.579 7.929 -2.330
O -3.820 8.176 -1.386
O -5.557 8.605 -2.671
H -3.411 6.215 -2.722
H -5.168 6.057 -3.063
H -4.116 7.025 -4.162
C 9.796 0.099 -6.731
N 10.888 0.434 -5.778
O 10.715 0.134 -4.591
O 11.888 0.988 -6.248
H 8.983 -0.383 -6.183
H 9.456 1.032 -7.184
H 10.209 -0.579 -7.481
C 6.024 -5.611 -2.953
N 6.029 -6.777 -2.028
O 5.103 -7.589 -2.135
O 6.963 -6.843 -1.221
H 5.150 -5.681 -3.604
H 5.979 -4.707 -2.343
H 6.945 -5.651 -3.538
C -7.782 3.701 4.119
N -8.818 3.680 3.051
O -9.854 4.322 3.255
O -8.560 3.019 2.038
H -8.141 4.317 4.946
H -7.625 2.671 4.446
H -6.873 4.124 3.688
```

These are the Löwdin partial charges, in e, on atoms 1 to 5: atom 1 (C): -0.225, atom 2 (Si): 0.488, atom 3 (C): -0.204, atom 4 (C): -0.218, atom 5 (O): -0.300

=====

(3)
A molecular structure, CH2BrOP at a distorted geometry, computed with ωB97M-V with the def2-TZVPD basis set.

2S+1   1
Lowest unoccupied orbital energy (spin up / spin down)   -0.031 / -0.032 Eh
Energy above the lowest of the compared OMol25 structures with the same formula, charge and spin   38.6 kcal/mol
Orbital gap (spin up / spin down)   7.243 / 7.232 eV

Structure (XYZ):
```
6
CH2BrOP ωB97M-V with the def2-TZVPD basis set
C -0.335 -0.127 0.048
O -3.059 1.771 0.789
P -2.480 1.379 -0.470
Br -1.815 -1.334 0.080
H 0.260 -0.069 0.935
H 0.178 -0.188 -0.902
```

These are the natural (NBO) partial charges, in e, on atoms 1 to 5: atom 1 (C): -0.751, atom 2 (O): -0.996, atom 3 (P): 1.296, atom 4 (Br): 0.049, atom 5 (H): 0.207